Record 1
68
Properties=species:S:1:pos:R:3:forces:R:3 method="wB97M-V/def2-TZVPD" total_charge=0 spin_multiplicity=1 homo_energy_ev=-9.320 de_lowest_ev=0.243 largest_force_ev_per_a=2.0 smiles="Fc1ccccc1.Fc1ccccc1.Fc1ccccc1.Fc1ccccc1.CC(C)=O.CC(C)=O"
F 15.505925 26.836041 -7.446514 0.43 -0.10 -0.21
C 14.322405 26.327511 -7.069431 -0.22 0.09 0.12
C 13.720450 25.327411 -7.787573 -0.75 -0.98 -0.12
C 12.468548 24.871763 -7.352446 -0.12 0.89 0.76
C 11.857817 25.436762 -6.224871 0.51 -0.36 -0.38
C 12.503306 26.453699 -5.503298 -1.12 -1.43 -0.93
C 13.733634 26.864891 -5.948630 0.23 1.02 1.23
H 14.174843 24.794109 -8.611212 0.28 0.44 -0.14
H 11.911102 24.114951 -7.883434 0.28 -0.19 -0.15
H 10.929140 24.981339 -5.907561 -0.15 0.37 0.13
H 11.985733 26.862867 -4.648981 0.36 0.20 0.17
H 14.230345 27.602856 -5.325017 0.33 0.09 -0.51
F 19.216146 27.059542 -9.976303 0.38 -0.36 0.05
C 18.786978 28.255653 -10.388839 -0.08 0.59 0.14
C 17.744681 28.837927 -9.704579 -0.59 0.52 -0.24
C 17.255755 30.086502 -10.130530 0.47 -0.99 0.85
C 17.831293 30.699927 -11.214232 0.32 0.54 -0.46
C 18.843681 30.060477 -11.937737 -0.16 0.47 0.60
C 19.398736 28.888737 -11.462364 -0.36 -0.55 -0.67
H 17.272917 28.353638 -8.859495 0.12 -0.19 -0.05
H 16.465424 30.511077 -9.526791 -0.02 0.32 -0.22
H 17.600754 31.730329 -11.460802 -0.42 -0.20 -0.23
H 19.209720 30.536432 -12.837400 0.26 -0.02 0.08
H 20.223990 28.434291 -11.995325 -0.03 -0.19 0.14
F 17.748337 23.094226 -2.254695 -0.17 -0.09 -0.30
C 18.394675 24.272719 -2.208421 0.41 -0.11 0.74
C 19.680434 24.272290 -1.683219 0.30 0.33 -0.10
C 20.336559 25.486429 -1.518381 -0.38 -0.13 -0.45
C 19.715051 26.662218 -1.930715 0.30 0.15 0.70
C 18.431372 26.636638 -2.436417 -0.19 -0.04 -0.14
C 17.743928 25.432680 -2.560637 0.03 0.10 -0.36
H 20.197778 23.360668 -1.419139 -0.30 -0.17 0.04
H 21.330118 25.500901 -1.093125 0.02 0.04 0.00
H 20.204305 27.608849 -1.735329 0.03 0.01 -0.25
H 17.953245 27.559445 -2.740394 -0.06 -0.01 0.04
H 16.740435 25.396782 -2.963373 -0.03 -0.04 0.07
F 24.951244 30.657239 -7.313759 -0.02 -0.05 0.14
C 23.935996 30.680411 -8.190621 -0.74 0.12 -0.10
C 24.090487 30.094180 -9.419000 0.47 -0.90 -1.13
C 23.054849 30.086355 -10.352105 -0.10 0.82 1.35
C 21.892105 30.777996 -10.017900 -0.07 -0.39 -0.94
C 21.705015 31.368162 -8.772997 0.52 -0.72 -0.44
C 22.722523 31.254299 -7.833571 -0.03 0.25 0.50
H 24.990632 29.560259 -9.705179 0.18 0.20 0.41
H 23.172691 29.553038 -11.282132 -0.05 0.10 -0.13
H 21.123341 30.783575 -10.776395 -0.27 0.26 0.22
H 20.748133 31.824087 -8.568087 0.05 0.10 0.27
H 22.572533 31.561072 -6.804994 0.13 0.28 -0.08
C 20.240679 33.593880 -5.769088 0.56 0.11 -0.05
C 20.958633 34.902896 -5.959725 0.29 0.48 -0.04
O 22.063272 35.095347 -5.511162 0.02 -0.05 0.10
C 20.263158 35.964023 -6.792823 -0.20 -0.26 0.55
H 19.414640 33.722834 -5.070486 -0.25 -0.08 -0.27
H 20.947688 32.884004 -5.344482 -0.05 -0.06 -0.01
H 19.926182 33.264892 -6.760441 -0.43 -0.20 0.21
H 20.308739 35.640299 -7.833114 -0.08 0.20 -0.09
H 20.733323 36.930410 -6.639193 0.20 -0.05 -0.20
H 19.218518 36.047839 -6.484798 -0.06 -0.11 -0.20
C 19.413985 29.922749 -6.374927 -0.01 -1.14 0.62
C 18.368736 29.013174 -5.711081 0.14 0.55 -0.46
O 17.443074 29.476806 -5.087587 -0.02 -0.11 0.10
C 18.555735 27.541102 -5.909638 -0.05 -1.14 0.38
H 20.219446 29.267637 -6.705957 0.17 0.33 -0.22
H 19.786513 30.569917 -5.581882 -0.01 0.31 -0.23
H 19.015596 30.470602 -7.224730 -0.13 0.12 0.11
H 18.044614 26.936170 -5.159554 -0.35 0.35 -0.01
H 19.586634 27.186602 -5.850190 0.15 0.44 -0.25
H 18.156686 27.228543 -6.878404 0.09 0.18 -0.09

Record 2
78
Properties=species:S:1:pos:R:3:forces:R:3 method="wB97M-V/def2-TZVPD" total_charge=-1 spin_multiplicity=1 homo_energy_ev=-4.384 largest_force_ev_per_a=5.3
C 5.657497 -4.290998 1.640080 0.10 0.33 -0.58
C 5.373678 -3.095013 1.031675 0.11 -0.50 1.18
C 5.197401 -1.758596 1.855316 1.15 -0.18 -0.72
C 3.991191 -0.895058 1.370229 -2.15 1.32 -1.05
C 2.662705 -1.533858 1.187081 -0.77 1.42 -0.25
N 2.420934 -2.959543 1.466908 1.27 1.46 -0.29
C 1.483255 -0.780788 0.717930 1.90 1.28 0.06
C 1.619243 0.665355 0.399429 0.54 -2.36 0.29
C 2.912194 1.313004 0.578533 0.29 -1.45 0.86
O 3.069693 2.669456 0.319894 -0.13 -0.68 0.61
C 2.663107 3.496965 1.429336 -0.89 0.77 1.37
C 3.741191 3.686717 2.550199 -0.81 -0.22 0.05
C 4.096087 0.556561 1.074779 -0.93 -1.14 -0.04
C 5.500396 1.244355 1.289873 -0.51 -0.11 -0.39
C 6.056803 1.117430 2.765765 0.73 -0.67 -0.19
O 6.374706 2.384257 3.387078 -0.83 -0.95 0.36
C 0.319659 1.374041 -0.070126 0.39 0.31 0.08
O 0.156875 2.532693 0.247322 -0.41 -0.68 -0.37
C -0.765305 0.594770 -0.880483 0.15 -1.25 -0.04
C -0.895937 -0.828126 -0.523690 -0.28 1.13 -1.33
C -1.878094 -1.694717 -1.177239 0.40 3.03 -0.48
C -2.761978 -1.088381 -2.187599 1.15 0.19 1.20
C -3.831850 -2.033774 -2.833893 0.55 -0.23 -0.12
C -4.194036 -3.290501 -1.950071 -0.94 0.80 -0.36
C -4.780351 -2.940787 -0.527620 -0.06 -1.28 -1.27
O -5.543015 -1.693231 -0.499901 1.24 0.51 1.27
C -5.433908 -1.061334 0.723979 -0.14 0.86 0.37
C -5.382130 -1.824426 2.086602 -0.13 -0.40 -0.11
O -5.396522 0.155438 0.750361 -0.23 -0.81 -0.35
C -2.622036 0.344074 -2.553812 -0.09 -0.05 0.63
C -3.617154 0.881915 -3.642922 -0.11 0.05 -0.08
C -3.059887 0.576351 -5.104058 -0.68 -0.66 0.34
C -1.602302 1.217731 -1.917744 -0.88 -3.00 1.19
S -1.373095 2.954227 -2.366530 3.04 0.97 -4.28
O -1.911411 3.287736 -3.696484 -1.01 -1.01 2.21
O 0.058677 3.281143 -2.419776 -1.71 -0.67 1.77
C -2.294038 4.094186 -1.175011 -0.99 1.37 0.98
F -1.458275 4.770227 -0.332864 -0.72 -1.06 -1.01
F -2.960847 5.062515 -1.910915 0.98 -1.50 0.60
C -3.403147 3.363209 -0.324482 -1.93 -0.55 1.25
F -4.275693 2.645067 -1.102312 1.51 1.04 0.58
F -2.918527 2.528940 0.628715 -0.09 1.07 -1.32
F -4.173247 4.306940 0.327705 1.25 -0.92 -0.89
C 0.064658 -1.436298 0.560657 -0.06 0.55 -0.70
O -0.322403 -2.377191 1.203455 0.31 0.49 -0.24
H 5.205996 -5.251675 1.280289 1.35 0.83 -0.44
H 6.384579 -4.394751 2.490980 -1.71 0.43 -0.06
H 5.282824 -3.048626 -0.079289 -1.05 -0.08 1.01
H 5.070412 -2.013612 2.942910 0.13 0.14 -1.02
H 6.184123 -1.214816 1.758306 -1.26 -0.14 0.17
H 2.870830 -3.442471 0.680632 -0.28 -0.20 0.51
H 2.989115 -3.165121 2.292920 -0.23 -0.32 -0.37
H 1.758036 3.041663 1.929850 0.91 0.40 -0.68
H 2.309432 4.496125 1.046622 0.57 -1.13 -0.03
H 3.903908 2.678367 3.020917 0.21 1.04 -0.52
H 3.290652 4.324085 3.367951 0.39 -0.52 -0.94
H 4.682603 4.171585 2.198460 -0.70 -0.63 0.31
H 6.242169 0.736910 0.614417 -0.75 0.41 0.50
H 5.466422 2.317028 0.952354 -0.05 -1.11 0.55
H 5.371592 0.492748 3.412323 0.52 0.83 -0.68
H 7.035214 0.548381 2.728622 -1.02 0.51 -0.03
H 5.846180 2.381324 4.205243 0.47 0.40 -0.51
H -1.901568 -2.762186 -0.874168 -0.22 1.00 -0.33
H -4.793043 -1.518045 -3.081027 0.98 -0.19 0.39
H -3.406614 -2.394421 -3.817076 -0.40 0.37 0.84
H -3.338836 -4.006327 -1.847099 -0.75 0.63 0.03
H -5.012866 -3.836062 -2.507456 0.97 0.50 0.39
H -3.948798 -2.994437 0.216152 -0.97 0.53 -0.46
H -5.491416 -3.765576 -0.256304 1.05 0.86 -0.12
H -6.296666 -1.577472 2.701518 0.83 0.06 -0.89
H -5.350334 -2.946277 1.987784 0.28 0.86 -0.10
H -4.500050 -1.401373 2.646828 -0.84 -0.56 -0.61
H -4.614378 0.361102 -3.579413 1.23 0.40 0.39
H -3.858418 1.969053 -3.485675 0.55 -1.18 -0.28
H -2.718805 1.481115 -5.660117 -0.02 -0.79 0.66
H -2.266056 -0.211121 -4.988806 -0.47 0.96 -0.43
H -3.887723 0.082538 -5.693911 0.87 0.62 0.48
F -5.073281 -4.660338 0.999893 -0.16 -1.56 1.44

Record 3
78
Properties=species:S:1:pos:R:3:forces:R:3 method="wB97M-V/def2-TZVPD" total_charge=0 spin_multiplicity=2 homo_energy_ev="-8.042 / -8.088" de_lowest_ev=0.216 largest_force_ev_per_a=3.4 s2=0.792
Mn 2.182606 0.389918 0.882040 1.53 2.22 2.09
N -3.283935 -6.370189 -1.296965 -0.06 -0.04 -0.08
C -2.516459 -5.238679 -1.122324 0.09 0.13 -0.01
C -3.111834 -3.986724 -0.944575 0.03 -0.07 0.00
C -2.330798 -2.850869 -0.858879 -0.03 0.08 0.12
C -0.946874 -2.936830 -0.943040 0.17 0.23 0.12
C -0.340681 -4.176754 -1.096893 -0.06 0.07 -0.04
C -1.120433 -5.314060 -1.175810 0.01 -0.05 0.01
S -0.083295 -1.375733 -1.010668 -0.08 0.12 -0.02
O -1.054961 -0.403426 -0.565879 0.04 0.02 0.07
O 0.453615 -1.207898 -2.333997 0.12 -0.19 0.10
N 1.100979 -1.306307 0.126973 -0.17 0.13 -0.16
C 2.294779 -1.908512 0.008772 0.57 -0.91 -0.09
N 2.574197 -2.959814 -0.765635 -0.21 -0.03 -0.06
C 3.807479 -3.435756 -0.715019 -0.05 0.08 0.04
C 4.802058 -2.898623 0.092076 0.01 -0.05 0.00
C 4.449688 -1.794380 0.839696 0.09 0.21 0.12
N 3.216044 -1.314360 0.819828 -0.34 -0.30 -0.55
H -4.236901 -6.353518 -0.981842 0.00 0.00 0.03
H -2.826365 -7.261507 -1.240166 0.00 -0.03 0.08
H -4.190624 -3.906827 -0.884466 -0.01 0.00 -0.02
H -2.777503 -1.874850 -0.724925 -0.06 -0.08 -0.01
H 0.733016 -4.236328 -1.158027 0.12 -0.03 -0.06
H -0.648716 -6.282853 -1.295005 0.02 0.01 -0.01
H 4.002426 -4.288958 -1.357047 0.08 0.01 0.03
H 5.801857 -3.302767 0.113809 0.00 0.01 0.01
H 5.154468 -1.261883 1.467239 0.03 0.01 -0.04
C -0.478941 3.431101 -5.329998 0.00 -0.11 0.15
C -1.466301 3.300841 -4.179973 -0.07 0.24 -0.27
C -2.268586 4.583944 -3.993603 -0.09 -0.14 0.10
C -3.368943 4.344920 -2.971152 0.09 0.00 -0.07
C -2.778794 3.793578 -1.699262 -0.16 0.06 -0.06
C -3.456319 3.931198 -0.507649 0.00 -0.03 -0.09
C -2.908371 3.439385 0.669957 0.22 -0.04 -0.02
F -3.602226 3.580057 1.814024 -0.04 0.03 0.00
C -1.681512 2.841981 0.692354 -0.09 0.02 0.12
C -0.976713 2.686639 -0.504578 -0.03 0.01 -0.02
C 0.309799 2.010902 -0.480352 0.24 0.19 -0.40
O 0.756256 1.584238 0.623494 -1.01 0.20 0.05
C 0.985060 1.922865 -1.717115 0.21 -0.27 0.34
C 0.385425 2.384809 -2.851224 -0.14 0.07 -0.05
N -0.819053 2.967792 -2.894720 0.18 -0.14 -0.05
C -1.526134 3.147879 -1.712734 -0.01 -0.03 0.38
C 2.337543 1.262900 -1.894423 -0.32 0.38 0.02
O 2.887549 1.349003 -2.978164 0.04 -0.06 0.06
O 2.823536 0.663250 -0.865824 0.39 -0.45 -0.49
H -1.024176 3.760099 -6.213147 -0.01 0.02 0.00
H -0.002496 2.483168 -5.573955 0.03 0.03 -0.03
H 0.290889 4.169345 -5.100459 0.02 0.00 -0.03
H -2.167172 2.489487 -4.406565 0.02 -0.02 0.03
H -2.689155 4.883998 -4.952978 0.01 0.01 0.00
H -1.600442 5.376932 -3.646880 0.03 0.02 -0.07
H -4.092291 3.632386 -3.379684 -0.01 0.01 0.01
H -3.915392 5.264914 -2.760610 0.01 -0.01 0.04
H -4.418892 4.426574 -0.485004 0.00 0.00 0.03
H -1.244040 2.489258 1.614504 -0.02 -0.02 -0.02
H 0.938296 2.259773 -3.769837 -0.06 0.01 -0.03
S 3.526061 1.762647 1.758457 -1.06 -1.51 -0.85
C 2.568190 -0.267760 3.974506 0.00 -0.07 0.00
C 2.027647 -0.676049 5.366386 -0.04 0.00 -0.10
N 0.569970 -0.673145 5.358476 -0.06 -0.01 0.27
C 0.104539 -1.679946 4.412077 0.09 0.03 -0.04
C 0.712928 -1.428191 3.006629 -0.23 -0.11 0.15
N 1.452863 -0.146845 3.004699 -0.03 0.06 -0.61
C 0.526094 0.911173 3.462861 -0.05 0.04 0.18
C 0.103894 0.642941 4.929660 -0.01 -0.08 -0.11
H 3.269032 -1.005892 3.581928 0.00 0.03 -0.02
H 3.076472 0.692088 4.007610 0.01 0.03 0.01
H 2.369486 0.020319 6.133995 0.03 -0.01 -0.01
H 2.365877 -1.675473 5.647793 0.00 0.01 0.00
H -0.985974 -1.642301 4.384496 0.01 0.00 -0.04
H 0.395026 -2.662411 4.789401 -0.04 -0.01 -0.02
H -0.058538 -1.382285 2.240176 0.05 0.01 0.04
H 1.411552 -2.219948 2.731178 -0.01 0.04 -0.04
H -0.336430 0.892405 2.797669 0.06 0.00 -0.04
H 1.029819 1.870533 3.351070 -0.01 0.01 -0.05
H -0.982615 0.670722 5.033628 0.01 0.05 -0.01
H 0.521908 1.392660 5.603564 0.01 -0.02 0.01